# C8H10N5O

2 unconnected molecules or ions with the total composition C8H10N5O at a distorted geometry (wB97M-V/def2-TZVPD, the OMol25 dataset).

Total energy in eV: -17945.369
E_HOMO (alpha / beta) in eV: -11.6 / -11.6
M in g/mol: 192.20
Orbital gap (alpha / beta) in eV: 8.26 / 8.26
Multiplicity: 1
Net charge: +1
Energy above the lowest of the compared OMol25 structures with the same formula, charge and spin in kJ/mol: 278.59

Last columns: bonded neighbours and bond lengths (Å).
Atoms and positions in Å:
1 C 3.6574 -0.1427 -0.3458  C2 1.444, C3 1.328, H15 1.043
2 C 2.7776 -0.8050 -1.2792  C1 1.444, C4 1.375, H16 1.102
3 C 3.1917 0.7109 0.5589  C1 1.328, C6 1.400, H17 1.051
4 C 1.4079 -0.7440 -1.1807  C2 1.375, C7 1.382, H18 1.099
5 C 0.9549 1.5794 1.4812  C6 1.412, N9 1.286, H19 1.019
6 C 1.7987 0.8416 0.6220  C3 1.400, C5 1.412, C7 1.447
7 C 0.8871 0.0577 -0.1827  C4 1.382, C6 1.447, N10 1.391
8 C -3.5250 -1.1360 1.3827  N11 1.189, O14 1.145
9 N -0.2702 1.2462 1.2784  C5 1.286, N10 1.332, H22 1.004
10 N -0.3856 0.3670 0.2850  C7 1.391, N9 1.332, N12 1.358
11 N -4.1983 -1.2323 0.4075  C8 1.189, H21 1.026
12 N -1.6301 -0.1579 0.1431  N10 1.358, N13 1.459
13 N -2.2572 -0.0724 -1.1712  N12 1.459, H20 1.003, H23 1.169, H24 0.996
14 O -2.7835 -0.8001 2.1879  C8 1.145
15 H 4.6856 -0.3205 -0.3496  C1 1.043
16 H 3.2142 -1.3165 -2.1523  C2 1.102
17 H 3.7859 1.3235 1.1714  C3 1.051
18 H 0.8789 -1.2713 -1.9867  C4 1.099
19 H 1.1008 2.3752 2.1008  C5 1.019
20 H -3.0907 -0.5989 -0.9876  N13 1.003
21 H -4.9737 -1.7876 0.0292  N11 1.026
22 H -1.1589 1.6578 1.5008  N9 1.004
23 H -1.7118 -0.6437 -2.0327  N13 1.169
24 H -2.3559 0.8693 -1.4806  N13 0.996